1.
{
  "formula": "C63H64F5N3O16PS2",
  "method": "ωB97M-V with the def2-TZVPD basis set",
  "lumo_energy_ev": -3.632,
  "total_energy_ev": -148138.22211,
  "total_charge": 1,
  "orbital_gap_ev": 7.1,
  "elements": ["C", "C", "C", "O", "C", "C", "C", "O", "C", "O", "N", "C", "P", "O", "O", "O", "S", "C", "O", "O", "C", "N", "N", "O", "S", "C", "C", "C", "C", "C", "C", "C", "C", "O", "C", "C", "F", "F", "C", "F", "F", "F", "H", "H", "H", "H", "H", "H", "H", "H", "H", "H", "H", "H", "H", "H", "H", "H", "H", "H", "H", "H", "H", "H", "H", "H", "H", "H", "H", "H", "H", "H", "H", "H", "H", "H", "H", "H", "H", "H", "H", "H", "C", "C", "C", "C", "C", "C", "C", "O", "C", "C", "C", "C", "C", "C", "C", "O", "H", "H", "H", "H", "H", "H", "H", "H", "C", "C", "C", "C", "C", "C", "C", "O", "C", "C", "C", "C", "C", "C", "C", "O", "H", "H", "H", "H", "H", "H", "H", "H", "C", "C", "C", "C", "C", "C", "C", "O", "C", "C", "C", "C", "C", "C", "C", "O", "H", "H", "H", "H", "H", "H", "H", "H"],
  "positions_angstrom": [[-7.53891, -1.83220, -0.36236], [-8.15581, -0.44731, -0.60323], [-7.85452, 0.69710, 0.36533], [-6.66583, 1.51043, 0.33549], [-5.35909, 1.08150, 0.12143], [-5.19218, 0.58139, -1.34470], [-6.00023, 1.26849, -2.42962], [-6.20499, 0.24048, -3.43978], [-6.36365, 0.75152, -4.69200], [-7.14373, 1.61286, -4.95341], [-5.07740, -0.12745, 0.90965], [-4.76276, -0.08386, 2.30550], [-2.98991, -0.64050, 2.71532], [-2.07308, 0.49809, 2.81879], [-3.03786, -1.45556, 4.06379], [-2.60878, -1.72080, 1.61470], [-5.84557, -1.31559, 3.23998], [-5.22759, -2.92985, 2.82875], [-7.19676, -1.24063, 2.73971], [-5.73590, -1.05571, 4.65039], [-4.98672, 1.31594, 2.92934], [-6.28364, 1.46681, 3.49265], [-4.64686, 2.56978, 2.00290], [-3.54731, 3.21145, 2.60847], [-5.92718, 3.85926, 2.33013], [-4.41782, 2.34370, 0.48388], [-4.96109, 3.51913, -0.35116], [-4.41617, 4.97692, -0.30738], [-3.44081, 5.52215, 0.73379], [-3.21054, 7.01764, 0.41479], [-2.04323, 7.61605, 1.20720], [-0.65481, 7.18527, 0.70895], [0.05598, 6.18206, 1.60416], [1.11920, 5.59863, 0.87876], [1.48212, 4.28546, 1.26300], [-2.94984, 2.07659, 0.03181], [-2.67007, 0.75308, 0.08355], [-2.04238, 2.63775, 0.85207], [-2.40178, 2.58058, -1.37683], [-1.27256, 1.88283, -1.56576], [-2.05996, 3.85484, -1.31850], [-3.16650, 2.36755, -2.44262], [-7.78315, -2.44563, -1.23294], [-8.00738, -2.33293, 0.48077], [-6.45839, -1.84556, -0.28046], [-8.02721, -0.18778, -1.65353], [-9.23142, -0.59536, -0.48650], [-8.05186, 0.32263, 1.37214], [-8.66101, 1.41671, 0.21259], [-5.58319, -0.43460, -1.32749], [-4.16820, 0.44315, -1.67074], [-5.48487, 2.08710, -2.92342], [-6.97788, 1.61625, -2.10892], [-5.69889, 0.30252, -5.43777], [-4.48502, -0.77698, 0.41305], [-2.56410, -0.98465, 4.76533], [-1.70262, -1.52031, 1.26976], [-4.64520, -3.32171, 3.65549], [-6.12154, -3.53608, 2.69902], [-4.68145, -2.93166, 1.88788], [-4.33096, 1.35765, 3.79334], [-6.29267, 1.26397, 4.47926], [-7.01581, 0.98038, 2.99360], [-3.88488, 3.60843, 3.43145], [-6.99754, 3.35445, 1.69541], [-4.89889, 3.21872, -1.39138], [-6.03465, 3.56850, -0.23529], [-3.97220, 5.20955, -1.27541], [-5.28347, 5.63976, -0.27292], [-2.45352, 5.06588, 0.73235], [-3.85659, 5.52225, 1.73998], [-2.90887, 7.05210, -0.63620], [-4.12685, 7.58550, 0.57071], [-2.10262, 8.69686, 1.08601], [-2.16490, 7.37407, 2.26711], [-0.01545, 8.06564, 0.65380], [-0.70574, 6.79099, -0.30861], [0.45329, 6.72130, 2.47349], [-0.61582, 5.40858, 1.99697], [2.56911, 4.25662, 1.34586], [1.07650, 3.98953, 2.23282], [1.17205, 3.58300, 0.48682], [4.66957, 3.25293, 3.32671], [5.90907, 3.12986, 2.70711], [6.87815, 4.10002, 2.89865], [6.60825, 5.20277, 3.69972], [5.35663, 5.33607, 4.30268], [4.39386, 4.35203, 4.12105], [5.02484, 6.53090, 5.13051], [3.93654, 6.64099, 5.65642], [6.06529, 7.58547, 5.28412], [5.76441, 8.73300, 6.00698], [6.72327, 9.71793, 6.17073], [7.99030, 9.55805, 5.61971], [8.29470, 8.41880, 4.89437], [7.33282, 7.43278, 4.71680], [7.67133, 6.22857, 3.90628], [8.77454, 6.08670, 3.42502], [3.91593, 2.48875, 3.18449], [6.11634, 2.27464, 2.07782], [7.84693, 4.01108, 2.42661], [3.43079, 4.45724, 4.60188], [4.77861, 8.84879, 6.43573], [6.48590, 10.61296, 6.73042], [8.73987, 10.32650, 5.75464], [9.27607, 8.28888, 4.45955], [5.41630, -6.05786, 1.03434], [5.37674, -6.56776, -0.25867], [4.45246, -6.08536, -1.16980], [3.55511, -5.09638, -0.78843], [3.58082, -4.59874, 0.51937], [4.52015, -5.07639, 1.42401], [2.60385, -3.57336, 0.96560], [2.61594, -3.12834, 2.09427], [1.58542, -3.09971, -0.01820], [0.63090, -2.17757, 0.39152], [-0.31459, -1.71635, -0.50801], [-0.30797, -2.16572, -1.82516], [0.63932, -3.08538, -2.23621], [1.58335, -3.56154, -1.33212], [2.58114, -4.57824, -1.78657], [2.58586, -4.96374, -2.93561], [6.14520, -6.43164, 1.74105], [6.06864, -7.34298, -0.55957], [4.42736, -6.48169, -2.17639], [4.54183, -4.68008, 2.42975], [0.63965, -1.82828, 1.41789], [-1.04801, -1.00308, -0.19519], [-1.04336, -1.79775, -2.53000], [0.65357, -3.44346, -3.25638], [8.31834, -11.37912, -4.83901], [8.28476, -11.89011, -6.13205], [7.35669, -11.41577, -7.04330], [6.45037, -10.43467, -6.66274], [6.47043, -9.93582, -5.35845], [7.41366, -10.40522, -4.45268], [5.48183, -8.91448, -4.91323], [5.50479, -8.47702, -3.77998], [4.46067, -8.45166, -5.89490], [3.49341, -7.53985, -5.49008], [2.54625, -7.09002, -6.39322], [2.56410, -7.54298, -7.70813], [3.52192, -8.45554, -8.11639], [4.46757, -8.91904, -7.21117], [5.47069, -9.92507, -7.66386], [5.48587, -10.31955, -8.80986], [9.05002, -11.74591, -4.13130], [8.98602, -12.65883, -6.42850], [7.32755, -11.80392, -8.05204], [7.43079, -10.00661, -3.44790], [3.48096, -7.18400, -4.46886], [1.79301, -6.38258, -6.07205], [1.82646, -7.18518, -8.41449], [3.54054, -8.81607, -9.13559]]
}

---

2.
{
  "formula": "C32H26F10O18",
  "method": "ωB97M-V with the def2-TZVPD basis set",
  "lumo_energy_ev": -2.202,
  "total_energy_ev": -97615.81801,
  "smiles": "C#CCCCC1=C(C(F)(F)c2cccc(C(F)(F)F)c2)C(=O)OC1=O.O=C1OC[C@@H](F)O1.O=C1OC[C@@H](F)O1.O=C1OC[C@@H](F)O1.O=C1OC[C@@H](F)O1.O=C1OC[C@@H](F)O1",
  "orbital_gap_ev": 7.0,
  "elements": ["C", "C", "C", "C", "C", "C", "C", "C", "F", "F", "C", "C", "C", "C", "C", "C", "F", "F", "F", "C", "C", "O", "O", "C", "O", "H", "H", "H", "H", "H", "H", "H", "H", "H", "H", "H", "O", "C", "O", "C", "C", "F", "O", "H", "H", "H", "O", "C", "O", "C", "C", "F", "O", "H", "H", "H", "O", "C", "O", "C", "C", "F", "O", "H", "H", "H", "O", "C", "O", "C", "C", "F", "O", "H", "H", "H", "O", "C", "O", "C", "C", "F", "O", "H", "H", "H"],
  "positions_angstrom": [[-1.05674, -6.63549, -1.98664], [-1.90745, -5.67460, -1.36103], [-2.80926, -4.41250, -0.73605], [-2.54726, -3.12536, -1.72989], [-3.83960, -2.13531, -1.92290], [-3.48446, -0.62402, -2.45001], [-2.40728, -0.24220, -3.40898], [-1.31471, -1.13878, -4.23966], [-1.95690, -2.28810, -4.97848], [-0.78556, -0.23889, -5.33201], [0.00829, -1.59249, -3.36693], [0.48557, -3.19330, -3.28388], [1.77208, -3.73461, -2.42385], [2.68568, -2.59443, -1.61174], [2.26045, -1.00303, -1.70651], [3.17183, 0.15707, -0.92568], [3.03750, -0.09640, 0.54287], [2.62776, 1.52084, -1.28187], [4.58206, 0.03066, -1.41720], [0.93238, -0.48741, -2.54591], [-2.59280, 1.39904, -3.48820], [-1.72537, 2.29278, -4.03904], [-3.87118, 1.81579, -2.87902], [-4.30855, 0.70839, -1.96577], [-5.22626, 0.79743, -0.98792], [-0.25981, -7.07229, -2.76081], [-3.93617, -4.69865, -0.60343], [-2.31676, -4.13504, 0.31074], [-2.29374, -3.58979, -2.79996], [-1.64887, -2.51628, -1.28091], [-4.32191, -2.00540, -0.83861], [-4.71449, -2.61429, -2.57846], [-0.18536, -3.95831, -3.90556], [2.02994, -4.89401, -2.38621], [3.61302, -2.96474, -0.99602], [0.61670, 0.66135, -2.61782], [-0.47264, -2.61354, 0.74554], [-0.55629, -2.74644, 1.95517], [-1.70041, -2.53051, 2.67338], [-1.41631, -2.91742, 4.00287], [0.06795, -2.79559, 4.06489], [0.59153, -3.70699, 4.91511], [0.48020, -3.12049, 2.75670], [-1.76430, -3.94316, 4.16455], [-1.91784, -2.25999, 4.71817], [0.42557, -1.79373, 4.32548], [0.01189, 5.53279, 0.57067], [-0.83338, 5.40267, -0.29907], [-0.83321, 4.39510, -1.22442], [-2.03575, 4.52454, -1.95592], [-2.37848, 5.96223, -1.76282], [-3.71835, 6.14228, -1.75897], [-1.88845, 6.24735, -0.47229], [-2.78962, 3.84938, -1.53732], [-1.88356, 4.27100, -3.00851], [-1.91364, 6.63611, -2.49036], [6.15138, 4.74289, 2.19492], [4.99716, 4.42184, 1.96564], [4.41810, 4.47328, 0.72729], [3.13345, 3.89952, 0.86304], [2.85215, 4.07664, 2.31604], [2.08121, 3.06962, 2.78426], [4.12514, 3.97566, 2.91284], [3.17287, 2.84659, 0.56444], [2.40480, 4.41595, 0.23236], [2.40119, 5.04145, 2.57157], [5.42051, -4.04300, -0.13170], [5.51426, -3.30572, 0.83551], [6.30175, -2.18777, 0.87450], [6.02892, -1.54991, 2.10602], [5.51069, -2.66966, 2.94226], [4.59765, -2.22326, 3.83376], [4.85354, -3.49938, 2.01136], [5.28692, -0.75987, 1.94896], [6.93436, -1.10253, 2.52486], [6.28885, -3.24091, 3.45961], [-2.34060, 0.65708, 1.05862], [-2.94777, 1.58927, 1.55885], [-3.12696, 2.80211, 0.95190], [-3.98424, 3.54699, 1.79344], [-3.77748, 2.89968, 3.12007], [-4.90548, 2.95230, 3.86339], [-3.52353, 1.55224, 2.79327], [-5.01464, 3.45613, 1.43372], [-3.70652, 4.60445, 1.79883], [-2.93532, 3.30511, 3.69094]]
}

---

3.
{
  "formula": "C14H25OSi",
  "method": "ωB97M-V with the def2-TZVPD basis set",
  "lumo_energy_ev": -4.965,
  "total_energy_ev": -24841.13035,
  "total_charge": 1,
  "orbital_gap_ev": 6.3,
  "elements": ["C", "O", "C", "C", "C", "C", "C", "C", "C", "C", "H", "H", "H", "H", "H", "H", "H", "H", "H", "H", "H", "C", "C", "Si", "C", "C", "C", "H", "H", "H", "H", "H", "H", "H", "H", "H", "H", "H", "H", "H", "H"],
  "positions_angstrom": [[-0.54204, -2.32772, -2.80963], [0.00960, -1.04450, -2.43791], [-0.68232, -0.31824, -1.43512], [-0.51969, 1.20036, -1.52362], [-1.39829, 1.99300, -0.76740], [-1.23235, 3.37333, -0.71658], [-0.16934, 3.98714, -1.38628], [-0.07795, 5.48910, -1.37016], [0.74403, 3.18350, -2.07401], [0.60895, 1.79209, -2.10671], [0.08938, -2.73480, -3.61285], [-0.58523, -3.05795, -1.97641], [-1.56727, -2.19137, -3.19363], [-1.74698, -0.61355, -1.32206], [-2.16721, 1.48608, -0.17991], [-1.94051, 3.98494, -0.16298], [0.78850, 5.81431, -1.96093], [-0.99992, 5.90276, -1.81300], [0.00445, 5.89871, -0.34902], [1.56118, 3.68167, -2.59280], [1.39565, 1.16386, -2.53527], [0.65166, 0.58482, 2.80136], [0.17632, -0.88872, 2.93665], [0.85712, -2.09850, 1.69388], [2.56916, -1.81791, 1.01425], [0.04125, -3.75051, 1.40432], [-1.48977, -3.73666, 1.63747], [-0.18203, -0.55192, -0.51561], [0.35050, 1.18472, 3.67146], [1.74179, 0.64744, 2.72850], [0.22010, 1.06881, 1.91521], [0.49403, -1.31340, 3.91012], [-0.92726, -0.91285, 2.94079], [3.25090, -2.32625, 1.72003], [2.69534, -2.25361, 0.00970], [2.83716, -0.75197, 0.93767], [0.24493, -4.09281, 0.37387], [0.56378, -4.46003, 2.07778], [-1.90474, -4.74839, 1.71844], [-1.75656, -3.19441, 2.54879], [-2.00632, -3.25060, 0.80161]]
}

---

4.
{
  "formula": "C15H39Cl9O16P4",
  "method": "ωB97M-V with the def2-TZVPD basis set",
  "lumo_energy_ev": 0.440,
  "total_energy_ev": -198814.56115,
  "smiles": "COP(=O)(OC)OC.COP(=O)(OC)OC.COP(=O)(OC)OC.COP(=O)(OC)OC.ClC(Cl)Cl.ClC(Cl)Cl.ClC(Cl)Cl",
  "orbital_gap_ev": 11.0,
  "elements": ["C", "O", "P", "O", "O", "C", "O", "C", "H", "H", "H", "H", "H", "H", "H", "H", "H", "C", "O", "P", "O", "O", "C", "O", "C", "H", "H", "H", "H", "H", "H", "H", "H", "H", "C", "O", "P", "O", "O", "C", "O", "C", "H", "H", "H", "H", "H", "H", "H", "H", "H", "C", "O", "P", "O", "O", "C", "O", "C", "H", "H", "H", "H", "H", "H", "H", "H", "H", "Cl", "C", "Cl", "Cl", "H", "Cl", "C", "Cl", "Cl", "H", "Cl", "C", "Cl", "Cl", "H"],
  "positions_angstrom": [[4.34144, -1.50892, -4.15677], [4.79900, -1.04137, -5.42814], [3.79800, -0.37548, -6.46647], [2.49536, -0.05313, -5.88775], [4.59276, 0.84085, -7.05359], [4.91311, 1.90623, -6.15353], [3.84962, -1.30498, -7.72641], [3.53299, -2.69834, -7.59752], [4.63756, -2.55252, -4.05704], [3.26150, -1.42272, -4.04716], [4.80795, -0.91573, -3.37143], [4.29696, 1.87062, -5.25151], [4.71658, 2.84950, -6.65556], [5.96130, 1.82993, -5.86723], [3.43369, -2.99333, -6.55266], [4.32742, -3.25189, -8.08626], [2.57693, -2.89451, -8.07941], [-0.68887, 0.36141, 7.40531], [-0.10431, -0.44863, 6.38556], [0.98298, 0.15168, 5.39083], [1.55029, -0.89125, 4.54000], [1.99646, 0.95867, 6.29240], [2.85843, 0.18019, 7.13209], [0.27849, 1.37385, 4.70148], [-0.55543, 1.14262, 3.55959], [-0.35344, 0.01562, 8.38190], [-1.77078, 0.28729, 7.32789], [-0.40642, 1.41115, 7.30601], [3.83238, 0.07189, 6.65612], [2.46582, -0.81670, 7.33627], [2.98657, 0.70986, 8.07357], [-0.19212, 1.73911, 2.72325], [-1.57043, 1.46093, 3.79733], [-0.55458, 0.09501, 3.26706], [-2.53676, -1.83958, 1.58879], [-3.45567, -2.05572, 0.51774], [-4.97848, -2.33573, 0.85970], [-5.54812, -1.42152, 1.83355], [-5.04994, -3.86041, 1.24734], [-4.71405, -4.84631, 0.26523], [-5.64598, -2.33322, -0.57138], [-5.87843, -1.07348, -1.19217], [-2.11193, -0.83946, 1.53213], [-1.72598, -2.56307, 1.50089], [-3.00381, -1.99565, 2.56258], [-3.92789, -4.50509, -0.40963], [-5.58708, -5.10143, -0.33322], [-4.36451, -5.72416, 0.80236], [-6.94988, -0.92040, -1.30703], [-5.38412, -1.01011, -2.16129], [-5.47996, -0.23423, -0.61851], [-4.77829, 2.62861, -1.21487], [-3.56548, 2.31814, -0.50873], [-2.38524, 1.59680, -1.25541], [-1.22916, 1.31678, -0.41640], [-3.06982, 0.33719, -1.90149], [-2.24556, -0.78009, -2.28218], [-2.08254, 2.50355, -2.51782], [-1.44497, 3.76218, -2.30277], [-5.60824, 2.32527, -0.58078], [-4.82892, 2.13201, -2.18144], [-4.82937, 3.70775, -1.36339], [-1.69556, -0.55420, -3.19322], [-1.57779, -1.05153, -1.46634], [-2.91646, -1.62066, -2.44231], [-0.71993, 3.72366, -1.48804], [-2.18915, 4.53237, -2.08876], [-0.91594, 4.02924, -3.21493], [2.52099, 0.91744, 0.67437], [1.48409, -0.29461, -0.06590], [0.86071, -1.39497, 1.14810], [2.36989, -1.17555, -1.32430], [0.65700, 0.19566, -0.56676], [1.42908, 5.24890, 1.03275], [2.27693, 4.29610, 2.26389], [1.28121, 4.14461, 3.71435], [3.84579, 4.97596, 2.62961], [2.40566, 3.30380, 1.85696], [4.73846, -2.07259, 4.26024], [4.33577, -0.93250, 2.97729], [5.42297, -1.14898, 1.61056], [4.38681, 0.72762, 3.57275], [3.31246, -1.12529, 2.67969]]
}